No. 1
The following is a DFT calculation (wB97M-V/def2-TZVPD) of C37H35CdClN2S2Si2 as an isolated structure at a distorted geometry.

Each line ends with the Mulliken charge.
CARTESIAN COORDINATES (ANGSTROEM)
H (6.17961, -6.12066, -3.74254)  0.341
H (1.84315, 2.62862, -3.17912)  0.306
Cl (3.88803, -2.38615, -3.82453)  -0.376
H (6.33689, -0.76234, 2.49049)  0.389
C (-1.91299, 1.00582, -2.25785)  -0.187
C (-3.78485, -0.54247, -1.49820)  -0.489
C (1.25338, 0.07865, 1.79751)  -0.538
H (8.33036, -4.11345, -1.25048)  0.342
H (-4.62352, 0.05175, -1.80552)  0.440
C (-0.12549, 2.38169, -2.38947)  0.429
C (-0.94559, 0.58135, 1.37875)  -0.570
S (-1.40688, 3.48925, -2.74250)  -0.142
C (2.41954, -3.49768, 0.84268)  0.287
C (6.32334, -7.50472, -2.04893)  -0.522
H (5.87388, -6.60624, 1.22329)  0.386
H (2.42632, -1.60262, -1.71147)  -0.294
C (5.96926, -5.10972, -1.83137)  0.157
H (8.30660, 0.84291, -1.80210)  0.390
C (1.28407, 2.83234, -2.26345)  -0.830
H (5.78265, -4.35353, 0.20415)  0.258
C (4.56469, -1.02061, -0.41689)  1.706
H (-2.11081, -3.67835, 0.81080)  0.429
N (-1.54451, -1.16779, -1.29414)  -0.104
C (1.19962, 1.36783, 1.17407)  -0.604
H (1.78250, 2.37470, -1.40822)  -0.031
C (7.31292, -0.99136, -2.28243)  -0.523
C (2.72578, -4.90531, -1.12221)  -0.676
C (2.90400, -3.66379, -0.48414)  0.508
N (-0.50266, 1.12503, -2.19276)  0.037
H (-0.38660, -1.29680, 2.45218)  0.601
H (-2.03593, 0.55380, 1.41310)  0.466
C (-2.15235, -2.10324, -0.58557)  0.523
H (1.26121, 3.91896, -2.11834)  0.411
H (6.49881, -8.37712, -2.67117)  0.371
C (8.35676, -3.03277, -1.39781)  -0.409
C (5.86192, 0.89809, 1.16256)  -0.649
H (6.28077, -8.62110, -0.19406)  0.391
C (5.24514, 1.29183, -0.03369)  -0.802
H (-0.97882, -3.88164, -0.55101)  0.260
H (2.05767, 2.03423, 1.03165)  0.551
S (-3.89136, -1.97153, -0.52720)  -0.146
C (9.39575, -0.85836, -1.03720)  -0.676
H (10.18751, -0.25401, -0.60912)  0.380
H (6.49004, -0.51606, -2.82461)  0.330
C (7.27669, -2.38496, -2.04467)  0.542
H (6.15104, -3.56002, -4.01043)  -0.434
C (6.00128, -6.51708, 0.14276)  -0.688
C (1.98714, -4.61563, 1.55853)  -0.616
H (6.41839, 1.62880, 1.75192)  0.419
H (3.01726, -5.01076, -2.17779)  0.378
H (-0.54599, 2.62594, 0.57621)  0.490
C (-0.16351, 1.66921, 0.92646)  -0.776
C (5.93291, -5.24095, -0.42386)  0.162
H (2.36444, -6.99474, -0.83823)  0.495
C (8.34365, -0.23358, -1.72100)  -0.284
H (1.71040, -6.75103, 1.55287)  0.451
H (-3.61054, 2.28975, -2.68117)  0.401
H (1.71600, -4.50148, 2.61439)  0.409
Si (3.83104, -2.37486, -1.53264)  -0.504
H (4.14117, 0.61896, -1.77886)  0.441
Si (5.75879, -3.36627, -2.58807)  0.947
H (5.33619, 2.31750, -0.38919)  0.403
C (6.16549, -6.24830, -2.65085)  -0.603
H (2.16100, -0.38037, 2.21882)  0.538
C (6.21231, -7.64384, -0.65505)  -0.532
C (-2.45098, -0.22303, -1.77778)  -0.132
C (9.40514, -2.24082, -0.90519)  -0.458
C (-0.07924, -0.39774, 1.92333)  -0.805
H (-0.61176, -2.71828, 0.75383)  -0.152
Cd (0.76496, -0.65008, -1.45253)  1.390
C (-2.53230, 2.18310, -2.58278)  -0.360
C (4.59150, 0.33711, -0.81769)  -0.732
H (2.46518, -2.50402, 1.31178)  0.117
H (10.21442, -2.74887, -0.37557)  0.365
C (5.14545, -1.38808, 0.81212)  -0.269
C (-1.41267, -3.16155, 0.15008)  -0.716
C (1.97682, -5.87283, 0.97426)  -0.692
H (5.12401, -2.43250, 1.12978)  0.040
C (5.81375, -0.44067, 1.58651)  -0.789
C (2.33622, -6.01873, -0.37908)  -0.568

Results
Energy relative to the best compared isomer or geometry (same formula, charge and spin) (eV): 3.1785
F_max (eV/Å): 3.1
E_HOMO (eV): -6.64
E (eV): -96427.1516

No. 2
The following is a DFT calculation (wB97M-V/def2-TZVPD) of C37H36CdN5O9S2Se as an isolated structure at a distorted geometry.

Each line ends with the Mulliken charge.
CARTESIAN COORDINATES (ANGSTROEM)
O (17.17854, 17.78524, 15.35734)  -0.747
H (5.85789, 18.13394, 10.17291)  0.398
C (7.85071, 18.74839, 9.77363)  -0.600
N (15.12269, 14.05721, 12.80711)  -0.306
C (13.13403, 20.30533, 12.78315)  -0.519
H (16.56338, 14.50652, 14.20254)  0.476
H (13.11692, 16.56232, 16.15223)  0.496
H (11.85917, 16.03539, 7.70754)  0.494
C (9.59217, 13.47403, 7.97929)  -0.572
O (12.05685, 20.14761, 10.62199)  -0.625
C (11.50342, 14.91008, 9.51691)  0.100
O (12.26378, 17.61401, 14.59148)  -0.502
H (10.66436, 17.34600, 11.13946)  0.364
H (10.84792, 13.58672, 11.10090)  -0.054
C (15.25636, 11.92169, 11.80863)  -0.797
H (17.36916, 9.98239, 15.28758)  0.226
C (10.29422, 14.58248, 7.45513)  -0.570
H (10.08828, 14.91023, 6.47091)  0.442
H (8.71519, 13.55302, 16.03347)  0.405
H (8.94665, 12.77265, 7.42161)  0.352
C (8.24911, 16.15286, 13.90639)  0.150
H (6.55698, 16.16145, 11.56509)  0.429
C (6.89273, 17.92534, 10.37227)  -0.810
O (15.51869, 17.62112, 13.27962)  -0.843
C (8.62279, 16.64460, 11.43556)  -0.425
C (13.08411, 20.17133, 11.27799)  0.948
H (7.54168, 19.57775, 9.17208)  0.432
H (14.30311, 19.49876, 9.69586)  0.274
H (15.13707, 19.58530, 11.26989)  0.236
C (10.72786, 13.85686, 10.05812)  0.097
H (13.86842, 19.61865, 13.18066)  -0.048
C (10.19017, 15.16248, 16.02444)  -0.675
H (6.95612, 17.70576, 17.21389)  0.350
C (16.35999, 9.10296, 13.51051)  0.380
Se (15.62481, 17.62290, 14.95575)  1.202
C (16.23249, 13.79362, 13.47588)  -0.468
C (10.28222, 13.23696, 14.64471)  -0.840
C (11.28486, 15.27081, 8.19767)  -0.474
C (9.61875, 13.99183, 15.60137)  -0.344
C (7.28754, 16.86024, 11.16304)  -0.358
C (6.71904, 16.07908, 15.76895)  -0.553
C (9.87970, 13.09185, 9.27162)  -0.450
H (13.10586, 18.11447, 14.78795)  -0.088
N (13.31191, 16.37793, 9.89686)  -1.095
H (13.59206, 21.25632, 13.01828)  0.454
H (11.95063, 13.12987, 13.38105)  0.437
C (11.39747, 15.55082, 15.45372)  0.372
C (9.61163, 17.45262, 10.86037)  0.358
O (14.52934, 18.71063, 15.46873)  -0.768
Cd (13.92734, 16.11698, 13.15947)  2.858
H (14.79334, 11.21058, 11.13849)  0.413
C (16.87614, 12.56307, 13.46320)  -0.494
H (8.90538, 18.65834, 16.02998)  0.451
H (14.04320, 6.67617, 13.85595)  0.346
C (8.34353, 17.84607, 15.61708)  -0.471
H (9.88107, 12.26358, 14.36834)  0.332
C (14.39390, 20.04181, 10.62261)  -1.216
C (12.10810, 16.86228, 15.81042)  -0.822
N (12.01400, 14.84381, 14.51496)  0.021
S (9.00959, 15.29116, 12.48794)  1.758
N (14.92785, 7.63016, 15.43750)  -0.589
H (16.04775, 8.64071, 16.82569)  0.359
O (13.96001, 17.02306, 10.76246)  -0.252
S (17.23833, 10.08964, 12.28545)  -0.135
C (15.43571, 8.17544, 13.14981)  -0.232
H (12.16236, 20.12016, 13.28808)  0.083
C (11.46124, 13.68818, 14.13866)  -0.429
H (5.87664, 15.56996, 16.24493)  0.389
C (7.25784, 17.29000, 16.25759)  -0.581
H (15.14476, 8.07881, 12.13961)  0.418
C (16.57727, 9.29172, 14.88388)  -0.178
O (14.90827, 16.14377, 15.36380)  -0.815
H (9.68421, 17.76233, 13.96874)  0.376
O (7.98425, 14.23233, 12.19737)  -0.850
H (13.70032, 13.38852, 11.53026)  0.671
H (14.77799, 21.07113, 10.46660)  0.430
H (6.75773, 14.63897, 14.17081)  0.467
C (7.20990, 15.54742, 14.56666)  -0.637
N (12.43956, 15.56582, 10.40828)  1.167
O (12.27881, 15.41910, 11.69060)  -0.048
C (8.79744, 17.31287, 14.42853)  -0.685
H (9.67450, 15.76529, 16.75233)  0.751
C (15.84366, 8.52196, 15.77272)  -0.346
H (9.98908, 19.22243, 9.73728)  0.572
C (14.74564, 7.46428, 14.13429)  -0.306
H (11.51545, 17.42254, 16.57576)  0.320
H (17.80836, 12.38124, 14.03998)  0.393
C (9.23673, 18.52299, 10.05392)  -0.846
H (9.36532, 12.22731, 9.68630)  0.347
C (16.39101, 11.60757, 12.55274)  0.205
C (14.61820, 13.10729, 12.01342)  -0.540

Results
Energy relative to the best compared isomer or geometry (same formula, charge and spin) (eV): 0.0000
F_max (eV/Å): 2.1
E_HOMO (eV): -5.64
E (eV): -156408.8814
Charge: -1